Below is a molecular structure, C32H33HgN6O5SSi, with properties calculated with ωB97M-V/def2-TZVPD.

The geometry in XYZ format:
```
79
Properties=species:S:1:pos:R:3
Hg -0.50 -0.42 -0.64
C -4.25 1.69 -0.19
C -2.99 1.37 -0.53
N -2.08 0.79 0.32
C -2.54 0.25 1.53
C -3.89 0.54 1.93
C -4.75 1.29 1.10
C -4.36 0.13 3.20
C -3.48 -0.48 4.09
C -2.17 -0.85 3.67
C -1.73 -0.59 2.38
N -0.62 -1.13 1.70
C 0.31 -1.93 2.24
C 0.73 -1.98 3.57
C 1.71 -2.89 3.95
C 2.40 -3.76 3.08
C 2.03 -3.69 1.71
C 2.71 -4.44 0.74
C 2.39 -4.22 -0.58
C 1.41 -3.29 -0.88
N 0.75 -2.63 0.04
C 1.04 -2.75 1.32
H -4.91 2.18 -0.90
H -2.57 1.69 -1.54
H -5.76 1.54 1.39
H -5.39 0.32 3.40
H -3.79 -0.82 5.05
H -1.59 -1.43 4.36
H 0.41 -1.31 4.33
H 1.97 -2.92 5.01
H 3.19 -4.43 3.39
H 3.48 -5.15 1.07
H 2.83 -4.77 -1.40
H 1.12 -3.03 -1.84
O 1.41 2.44 -5.18
C 0.48 1.95 -4.35
O -0.14 2.64 -3.56
C 0.20 0.50 -4.54
C 0.92 -0.19 -5.49
C 0.66 -1.55 -5.65
C -0.35 -2.07 -4.85
C -1.03 -1.31 -3.92
N -0.75 -0.02 -3.75
C -2.07 -2.02 -3.05
O -2.56 -2.99 -3.62
O -2.21 -1.65 -1.88
H 1.59 3.33 -4.91
H 1.71 0.29 -6.02
H 1.24 -2.14 -6.33
H -0.63 -3.14 -4.85
C 2.86 2.28 -1.40
Si 2.72 0.40 -1.48
C 3.97 -0.16 -2.84
C 3.36 -0.27 0.19
O 1.25 -0.23 -1.78
H 3.91 2.54 -1.15
H 2.22 2.62 -0.58
H 2.57 2.95 -2.27
H 5.00 -0.04 -2.49
H 3.96 0.39 -3.80
H 3.84 -1.23 -3.04
H 4.27 0.27 0.41
H 3.57 -1.32 0.08
H 2.64 -0.07 1.01
C -0.16 3.45 0.65
N -0.63 3.33 1.99
C -2.06 3.44 2.21
C -2.15 2.92 3.67
N -0.88 2.29 3.93
C -0.02 2.52 2.88
S 1.48 1.81 2.69
H 0.15 2.49 0.26
H 0.70 4.18 0.55
H -0.99 3.84 0.03
H -2.60 2.82 1.52
H -2.49 4.45 2.08
H -2.96 2.22 3.81
H -2.35 3.73 4.40
H -0.78 1.39 4.33
```

Calculated values
Highest occupied orbital energy (alpha / beta) in eV: 0.37 / -1.07
Orbital gap (alpha / beta) in eV: 3.90 / 5.34
2S+1: 2
Energy above the lowest of the compared OMol25 structures with the same formula, charge and spin in kcal per mole: 0.0
E_tot in hartree: -2785.1981
Charge: -2